a:
# C6H8N4O2S

C6H8N4O2S in the gas phase (the ωB97M-V functional and the def2-TZVPD basis, the Open Molecules 2025 dataset).

## Properties
LUMO energy = 0.012 Ha
Orbital gap = 7.889 eV

Last columns: bonded neighbours and bond lengths (Å).
Geometry (Å):
1 C -2.71071 -1.30510 0.14391  C2 1.392, C3 1.382, H14 1.072
2 C -2.66395 0.07705 0.30236  C1 1.392, C4 1.399, H15 1.073
3 C -1.45224 -1.70298 -0.26566  C1 1.382, N7 1.338, H16 1.072
4 C -1.36270 0.48700 -0.00691  C2 1.399, C5 1.434, N7 1.364
5 C -0.80873 1.80952 -0.03186  C4 1.434, N8 1.352, O11 1.258
6 C 2.83284 -0.91643 -0.10718  N9 1.357, N10 1.359, O12 1.229
7 N -0.66037 -0.62871 -0.35556  C3 1.338, C4 1.364, H21 1.031
8 N -1.68644 2.83143 0.08550  C5 1.352, H17 1.004, H18 1.007
9 N 4.04865 -1.49659 0.05483  C6 1.357, H19 1.005, H20 1.004
10 N 2.65800 0.17646 0.68132  C6 1.359, S13 1.559
11 O 0.40252 2.11394 -0.18494  C5 1.258, S13 1.980
12 O 1.94660 -1.42130 -0.79292  C6 1.229
13 S 2.27140 1.62323 0.24859  N10 1.559, O11 1.980
14 H -3.55699 -1.94144 0.30911  C1 1.072
15 H -3.47500 0.69667 0.63229  C2 1.073
16 H -1.08289 -2.68133 -0.50086  C3 1.072
17 H -2.67580 2.66240 0.08182  N8 1.004
18 H -1.33620 3.77288 0.02097  N8 1.007
19 H 4.23905 -2.39443 -0.35410  N9 1.005
20 H 4.73542 -1.05810 0.64175  N9 1.004
21 H 0.33752 -0.70418 -0.60246  N7 1.031

=====

b:
# C6H8N4O2S

C6H8N4O2S in the gas phase (the ωB97M-V functional and the def2-TZVPD basis, the Open Molecules 2025 dataset).

## Properties
LUMO energy = 0.012 Ha
Orbital gap = 8.588 eV

Last columns: bonded neighbours and bond lengths (Å).
Geometry (Å):
1 C 2.47450 -0.56345 0.01450  C2 1.350, N16 1.401, O19 1.358
2 C 1.20384 -1.01564 0.06256  C1 1.350, C3 1.484, H11 1.116
3 C 0.04150 -0.12746 -0.18928  C2 1.484, N17 1.442, O20 1.262
4 C -2.45442 -0.09920 0.06711  N17 1.433, N18 1.299, S21 1.680
5 C -3.99856 1.31363 0.19129  C6 1.358, H13 1.044, N18 1.371
6 C -4.72848 0.21619 -0.13524  C5 1.358, H14 1.122, S21 1.675
7 H 4.76613 0.72936 -0.87298  N15 1.000
8 H 4.45425 0.70989 0.77978  N15 1.040
9 H 2.01767 1.38560 -0.53821  N16 1.072
10 H 3.33550 -2.20079 0.49478  O19 1.003
11 H 1.09977 -2.03790 0.49728  C2 1.116
12 H -1.27897 -1.75412 -0.07399  N17 1.024
13 H -4.30725 2.26673 0.48454  C5 1.044
14 H -5.81993 0.24497 -0.39544  C6 1.122
15 N 4.22567 1.14067 -0.13835  H7 1.000, H8 1.040, N16 1.452
16 N 2.84956 0.73350 -0.36046  C1 1.401, H9 1.072, N15 1.452
17 N -1.19291 -0.76806 0.19030  C3 1.442, C4 1.433, H12 1.024
18 N -2.67225 1.11430 0.47538  C4 1.299, C5 1.371
19 O 3.60766 -1.29853 0.15088  C1 1.358, H10 1.003
20 O 0.10697 1.12191 -0.35786  C3 1.262
21 S -3.73024 -1.11162 -0.34656  C4 1.680, C6 1.675

=====

Relative energies, eV: a 0.000; b 1.493.

=====

a:
# C5H11P

C5H11P in the gas phase (the ωB97M-V functional and the def2-TZVPD basis, the Open Molecules 2025 dataset).

## Properties
LUMO energy = 0.022 Ha
Orbital gap = 8.136 eV

Last columns: bonded neighbours and bond lengths (Å).
Geometry (Å):
1 C -2.42171 -0.51864 -0.13753  C3 1.343, H7 1.097, H8 1.047
2 C 2.08390 -1.35603 -0.18420  P6 2.132, H9 1.098, H10 1.155
3 C -1.29625 -0.12114 -0.75359  C1 1.343, P6 1.799, H11 1.015
4 C 0.87490 1.61948 -0.79770  P6 1.828, H12 1.093, H13 1.046, H14 1.010
5 C 0.08502 0.05418 1.61696  P6 1.833, H15 1.051, H16 1.001, H17 1.107
6 P 0.40804 -0.03862 -0.18498  C2 2.132, C3 1.799, C4 1.828, C5 1.833
7 H -3.39616 -0.62334 -0.62951  C1 1.097
8 H -2.42202 -0.82387 0.86384  C1 1.047
9 H 1.68797 -2.37330 -0.06417  C2 1.098
10 H 2.37761 -1.51743 -1.28976  C2 1.155
11 H -1.18583 -0.00367 -1.75620  C3 1.015
12 H 1.93707 1.69631 -0.55372  C4 1.093
13 H 0.97221 1.61241 -1.83922  C4 1.046
14 H 0.18118 2.25351 -0.42671  C4 1.010
15 H 0.06622 -0.91088 2.03155  C5 1.051
16 H 0.84341 0.40869 2.16531  C5 1.001
17 H -0.79555 0.64234 1.93962  C5 1.107

=====

b:
# C5H11P

2 unconnected molecules or ions with the total composition C5H11P (the ωB97M-V functional and the def2-TZVPD basis, the Open Molecules 2025 dataset).

## Properties
LUMO energy (spin up / spin down) = 0.007 / 0.014 Ha
Orbital gap (spin up / spin down) = 8.744 / 7.770 eV

Last columns: bonded neighbours and bond lengths (Å).
Geometry (Å):
1 C -0.33881 2.16709 0.54041  C2 1.479, C3 1.478, H7 1.085, H8 1.128
2 C -0.30649 1.64242 -0.84163  C1 1.479, C3 1.431, H9 1.063, H10 1.040
3 C 0.12170 0.79706 0.23106  C1 1.478, C2 1.431, P6 1.786
4 C -1.77628 -1.42020 0.36446  H11 1.146, H12 1.023, H13 1.012
5 C 1.67833 -1.46392 -0.51482  P6 1.888, H14 1.163, H15 1.053, H16 1.027
6 P 1.70755 0.06085 0.59757  C3 1.786, C5 1.888, H17 1.516
7 H 0.38035 2.92812 0.82569  C1 1.085
8 H -1.38433 2.45641 0.84985  C1 1.128
9 H -1.19623 1.47319 -1.39817  C2 1.063
10 H 0.37524 1.88245 -1.58876  C2 1.040
11 H -2.83110 -1.27823 0.78870  C4 1.146
12 H -1.26803 -1.90549 1.10829  C4 1.023
13 H -1.65737 -1.44111 -0.63983  C4 1.012
14 H 1.10712 -2.42337 -0.18803  C5 1.163
15 H 2.70651 -1.68201 -0.57456  C5 1.053
16 H 1.36111 -1.13594 -1.43540  C5 1.027
17 H 1.32074 -0.65731 1.87516  P6 1.516

=====

c:
# C5H11P

C5H11P in the gas phase (the ωB97M-V functional and the def2-TZVPD basis, the Open Molecules 2025 dataset).

## Properties
LUMO energy = 0.040 Ha
Orbital gap = 9.500 eV

Last columns: bonded neighbours and bond lengths (Å).
Geometry (Å):
1 C -1.10445 -0.24815 0.41636  C2 1.328, C3 1.495, P6 1.839
2 C -1.99594 -1.23070 0.47765  C1 1.328, H7 1.078, H8 1.080
3 C -1.44643 1.16006 0.04996  C1 1.495, H9 1.092, H10 1.091, H11 1.090
4 C 1.82228 0.84133 0.72071  P6 2.039, H12 1.084, H13 1.085, H14 1.084
5 C 1.08256 -1.46159 -0.78946  P6 1.861, H15 1.088, H16 1.087, H17 1.089
6 P 0.59551 -0.77985 0.87259  C1 1.839, C4 2.039, C5 1.861
7 H -3.03847 -1.09056 0.23967  C2 1.078
8 H -1.69859 -2.22785 0.76658  C2 1.080
9 H -1.23015 1.33152 -1.00652  C3 1.092
10 H -0.85482 1.86090 0.64165  C3 1.091
11 H -2.50568 1.35132 0.22147  C3 1.090
12 H 2.82368 0.44071 0.83066  C4 1.084
13 H 1.67847 1.32143 -0.24160  C4 1.085
14 H 1.59089 1.51594 1.53725  C4 1.084
15 H 2.15816 -1.62569 -0.79170  C5 1.088
16 H 0.57933 -2.41134 -0.95164  C5 1.087
17 H 0.81485 -0.77199 -1.58810  C5 1.089

=====

Relative energies, eV: a 3.501; b 5.074; c 0.000.